[1]
{"formula": "C5H8O", "method": "ωB97M-V with the def2-TZVPD basis set", "elements": ["C", "C", "C", "C", "O", "C", "H", "H", "H", "H", "H", "H", "H", "H"], "positions_angstrom": [[0.59, 1.39, -0.16], [0.32, 0.81, 1.20], [0.02, 0.02, -0.02], [-1.33, -0.52, -0.43], [-0.78, -1.84, -0.56], [0.56, -1.35, -0.43], [-0.05, 2.18, -0.53], [1.63, 1.48, -0.47], [1.18, 0.52, 1.81], [-0.53, 1.19, 1.77], [-2.14, -0.47, 0.31], [-1.71, -0.14, -1.40], [1.14, -1.90, 0.32], [1.09, -1.36, -1.39]], "lowdin_charge": [-0.0791, -0.0819, -0.3933, -0.1222, -0.1061, -0.1178, 0.1036, 0.1033, 0.1036, 0.1045, 0.1216, 0.1215, 0.1215, 0.1208], "relative_energy_kj_mol": 218.11, "lumo_ev": 1.07, "spin_multiplicity": 1, "smiles": "C1CC12COC2", "total_energy_ev": -7359.995, "homo_energy_ev": -9.502}



[2]
{"formula": "C5H8O", "method": "ωB97M-V with the def2-TZVPD basis set", "elements": ["C", "C", "C", "C", "C", "O", "H", "H", "H", "H", "H", "H", "H", "H"], "positions_angstrom": [[2.57, -0.32, -0.52], [1.48, -0.03, 0.21], [0.35, 0.80, 0.33], [-1.00, 0.58, -0.21], [-1.63, -0.81, -0.24], [-1.95, 1.46, 0.36], [3.27, -1.04, -0.10], [1.63, -0.40, 1.24], [2.88, 0.20, -1.42], [-0.80, 0.89, -1.27], [-1.73, -1.20, 0.78], [-2.64, -0.74, -0.67], [-1.04, -1.51, -0.84], [-1.44, 2.10, 0.87]], "lowdin_charge": [-0.0149, -0.2541, 0.1290, -0.4842, -0.0371, -0.0616, 0.0465, 0.1265, 0.0493, 0.1730, 0.0852, 0.0823, 0.0808, 0.0794], "relative_energy_kj_mol": 442.42, "lumo_ev": -0.45, "spin_multiplicity": 1, "total_energy_ev": -7357.670, "homo_energy_ev": -8.154}



[3]
{"formula": "C5H8O", "method": "ωB97M-V with the def2-TZVPD basis set", "elements": ["O", "C", "C", "C", "C", "C", "H", "H", "H", "H", "H", "H", "H", "H"], "positions_angstrom": [[1.17, 1.37, -1.11], [0.91, 0.91, 0.17], [1.06, -0.56, 0.41], [-0.22, -0.86, -0.35], [-1.52, -0.63, 0.39], [-0.83, 0.52, -0.24], [1.30, 1.65, 0.89], [1.96, -1.05, 0.03], [0.95, -0.75, 1.49], [-0.22, -1.50, -1.22], [-2.36, -1.14, -0.10], [-1.61, -0.62, 1.47], [0.36, 1.10, -1.60], [-0.95, 1.56, -0.23]], "lowdin_charge": [-0.0528, -0.2842, -0.1210, -0.2255, -0.0927, -0.1344, 0.1382, 0.1114, 0.1224, 0.1311, 0.1133, 0.0995, 0.0832, 0.1116], "relative_energy_kj_mol": 456.14, "lumo_ev": 1.19, "spin_multiplicity": 1, "smiles": "O[C@@H]1C[C@H]2C[C@H]21", "total_energy_ev": -7357.528, "homo_energy_ev": -8.718}



[4]
{"formula": "C5H8O", "method": "ωB97M-V with the def2-TZVPD basis set", "elements": ["C", "C", "C", "C", "C", "O", "H", "H", "H", "H", "H", "H", "H", "H"], "positions_angstrom": [[-1.84, 0.46, 0.22], [-0.47, -0.05, -0.13], [0.55, -0.78, 0.76], [1.69, -0.18, -0.13], [0.60, 0.51, -0.96], [-0.25, -0.52, -1.46], [-1.85, 1.56, 0.27], [-2.17, 0.07, 1.19], [-2.56, 0.15, -0.54], [0.58, -0.39, 1.78], [0.46, -1.87, 0.78], [2.34, 0.50, 0.41], [2.29, -0.90, -0.70], [0.62, 1.44, -1.51]], "lowdin_charge": [0.0038, -0.4485, -0.0802, -0.0961, -0.2176, 0.0078, 0.0824, 0.0796, 0.0848, 0.1121, 0.1108, 0.1071, 0.1077, 0.1464], "relative_energy_kj_mol": 196.10, "lumo_ev": 1.11, "spin_multiplicity": 1, "smiles": "C[C@]12CC[C@H]1O2", "total_energy_ev": -7360.223, "homo_energy_ev": -9.584}



[5]
{"formula": "C5H8O", "method": "ωB97M-V with the def2-TZVPD basis set", "elements": ["C", "C", "O", "C", "C", "C", "H", "H", "H", "H", "H", "H", "H", "H"], "positions_angstrom": [[-2.13, 0.27, 0.45], [-0.90, 0.87, 0.21], [-0.34, 1.89, 0.56], [0.13, -0.37, -0.41], [1.47, 0.24, -0.74], [1.43, -0.77, 0.33], [-2.42, -0.60, -0.13], [-0.66, -0.47, 0.62], [-2.92, 0.82, 0.96], [-0.30, -1.06, -1.13], [1.55, 1.29, -0.45], [1.88, -0.04, -1.71], [1.80, -1.77, 0.14], [1.51, -0.43, 1.36]], "lowdin_charge": [0.0320, -0.5441, 0.0277, -0.2185, -0.1084, -0.0892, 0.0616, 0.1868, 0.0679, 0.1380, 0.1083, 0.1133, 0.1071, 0.1175], "relative_energy_kj_mol": 447.47, "lumo_ev": 0.94, "spin_multiplicity": 1, "total_energy_ev": -7357.618, "homo_energy_ev": -8.625}



[6]
{"formula": "C5H8O", "method": "ωB97M-V with the def2-TZVPD basis set", "elements": ["C", "C", "C", "C", "C", "O", "H", "H", "H", "H", "H", "H", "H", "H"], "positions_angstrom": [[-1.10, -0.45, -0.86], [0.00, 0.13, -0.24], [1.38, 0.59, -0.51], [0.42, 1.42, 0.33], [-0.42, -1.10, 0.91], [-0.84, -0.69, 2.00], [-1.00, -1.13, -1.71], [-1.19, -1.73, 0.21], [-2.10, -0.10, -0.63], [2.20, 0.10, 0.00], [1.62, 0.94, -1.51], [0.02, 2.33, -0.09], [0.55, 1.42, 1.41], [0.46, -1.73, 0.71]], "lowdin_charge": [0.0860, -0.4171, -0.0703, -0.0681, -0.4175, -0.0743, 0.1105, 0.1479, 0.1207, 0.1045, 0.1021, 0.1084, 0.1110, 0.1563], "relative_energy_kj_mol": 483.00, "lumo_ev": 0.30, "spin_multiplicity": 1, "total_energy_ev": -7357.249, "homo_energy_ev": -8.415}



[7]
{"formula": "C5H8O", "method": "ωB97M-V with the def2-TZVPD basis set", "elements": ["C", "C", "C", "C", "C", "O", "H", "H", "H", "H", "H", "H", "H", "H"], "positions_angstrom": [[-1.48, -1.19, -1.04], [-0.24, -0.75, -0.33], [0.45, 0.34, -0.70], [0.94, 1.32, 0.33], [0.91, 0.63, 1.66], [0.06, 0.79, 2.51], [-2.13, -1.71, -0.33], [-2.03, -0.29, -1.35], [-1.36, -1.82, -1.92], [-0.06, -1.20, 0.64], [1.69, -0.15, 1.77], [0.36, 0.70, -1.73], [1.91, 1.80, 0.14], [0.18, 2.11, 0.31]], "lowdin_charge": [-0.0947, -0.1708, -0.1215, -0.1599, -0.3068, 0.0582, 0.0741, 0.0762, 0.0713, 0.0955, 0.1310, 0.1099, 0.1126, 0.1249], "relative_energy_kj_mol": 169.93, "lumo_ev": 1.14, "spin_multiplicity": 1, "smiles": "C/C=C/CC=O", "total_energy_ev": -7360.494, "homo_energy_ev": -9.273}



[8]
{"formula": "C5H8O", "method": "ωB97M-V with the def2-TZVPD basis set", "elements": ["C", "C", "C", "C", "C", "O", "H", "H", "H", "H", "H", "H", "H", "H"], "positions_angstrom": [[2.63, 0.15, -0.31], [1.52, -0.53, -0.16], [0.32, -0.94, -0.16], [-0.99, -0.94, -0.29], [-1.88, -0.21, 0.68], [-1.19, 0.51, 1.67], [0.54, 1.54, -1.34], [2.90, 0.92, 0.40], [3.26, 0.02, -1.19], [-0.17, 1.30, -1.30], [-1.46, -1.42, -1.15], [-2.46, 0.52, 0.11], [-2.61, -0.92, 1.12], [-0.41, 0.00, 1.91]], "lowdin_charge": [-0.0054, -0.1421, -0.0920, -0.0944, -0.2842, -0.0620, 0.0612, 0.0646, 0.0619, 0.0581, 0.1132, 0.1218, 0.1178, 0.0815], "relative_energy_kj_mol": 412.42, "lumo_ev": 0.34, "spin_multiplicity": 1, "smiles": "C=C=C=CCO.[H][H]", "total_energy_ev": -7357.981, "homo_energy_ev": -9.043}



[9]
{"formula": "C5H8O", "method": "ωB97M-V with the def2-TZVPD basis set", "elements": ["C", "C", "C", "O", "C", "C", "H", "H", "H", "H", "H", "H", "H", "H"], "positions_angstrom": [[-0.42, -1.49, 0.30], [-0.55, -0.32, 1.24], [0.36, 0.64, 1.16], [1.30, 0.65, 0.15], [0.88, 0.07, -1.02], [-0.02, -0.91, -1.04], [0.39, -2.14, 0.66], [-1.32, -2.10, 0.25], [-1.38, -0.25, 1.95], [0.46, 1.50, 1.81], [-0.33, 2.61, -0.44], [1.32, 0.55, -1.89], [-0.25, 2.44, -1.15], [-0.46, -1.25, -1.96]], "lowdin_charge": [-0.1822, -0.0764, -0.1820, -0.0820, -0.1876, -0.0773, 0.1196, 0.1058, 0.1033, 0.1193, 0.0574, 0.1184, 0.0604, 0.1034], "relative_energy_kj_mol": 241.08, "lumo_ev": 1.16, "spin_multiplicity": 1, "smiles": "C1=COC=CC1.[H][H]", "total_energy_ev": -7359.757, "homo_energy_ev": -8.713}



[10]
{"formula": "C5H8O", "method": "ωB97M-V with the def2-TZVPD basis set", "elements": ["C", "C", "O", "C", "C", "C", "H", "H", "H", "H", "H", "H", "H", "H"], "positions_angstrom": [[1.82, -0.36, 0.19], [0.61, 0.23, -0.52], [-0.26, -0.81, -0.97], [-1.57, -0.61, -0.45], [-1.42, 0.48, 0.57], [-0.22, 1.03, 0.45], [2.38, -1.04, -0.46], [2.49, 0.44, 0.53], [1.48, -0.92, 1.07], [0.93, 0.82, -1.39], [-2.25, -0.29, -1.26], [-1.96, -1.55, -0.05], [-2.17, 0.75, 1.30], [0.18, 1.86, 1.03]], "lowdin_charge": [-0.0449, -0.3953, -0.1046, -0.1952, -0.0569, -0.0538, 0.0791, 0.0811, 0.0880, 0.1448, 0.1201, 0.1184, 0.1051, 0.1140], "relative_energy_kj_mol": 100.97, "lumo_ev": 1.14, "spin_multiplicity": 1, "smiles": "C[C@@H]1C=CCO1", "total_energy_ev": -7361.209, "homo_energy_ev": -9.117}



[11]
{"formula": "C5H8O", "method": "ωB97M-V with the def2-TZVPD basis set", "elements": ["O", "C", "C", "C", "C", "C", "H", "H", "H", "H", "H", "H", "H", "H"], "positions_angstrom": [[2.20, 0.04, -1.19], [1.90, 0.32, -0.05], [0.58, -0.04, 0.58], [-0.19, -1.19, -0.09], [-1.39, -0.25, -0.35], [-0.57, 0.94, 0.19], [2.61, 0.89, 0.58], [0.70, -0.13, 1.67], [0.31, -1.53, -1.00], [-0.39, -2.05, 0.56], [-1.69, -0.16, -1.40], [-2.27, -0.48, 0.25], [-0.28, 1.67, -0.58], [-1.02, 1.48, 1.03]], "lowdin_charge": [0.0499, -0.2345, -0.2661, -0.1397, -0.1634, -0.1286, 0.1230, 0.1346, 0.1041, 0.1055, 0.1023, 0.1011, 0.1096, 0.1023], "relative_energy_kj_mol": 116.46, "lumo_ev": 1.09, "spin_multiplicity": 1, "smiles": "O=CC1CCC1", "total_energy_ev": -7361.048, "homo_energy_ev": -9.746}



[12]
{"formula": "C5H8O", "method": "ωB97M-V with the def2-TZVPD basis set", "elements": ["C", "C", "C", "C", "C", "H", "H", "H", "H", "H", "H", "H", "H", "O"], "positions_angstrom": [[0.81, -0.77, 0.06], [-0.12, 0.36, 0.26], [0.69, 1.48, -0.04], [-1.63, 0.56, 0.16], [-2.28, -0.71, -0.17], [2.67, -1.19, -0.26], [0.54, -1.45, 0.84], [0.33, -1.60, -0.77], [1.79, 1.17, -0.10], [0.46, 2.48, -0.30], [-2.18, 1.48, -0.39], [-1.65, -1.67, 0.50], [-3.39, -0.94, -0.46], [2.07, -0.47, -0.08]], "lowdin_charge": [-0.4108, -0.2933, 0.0781, -0.1342, -0.0377, 0.1328, 0.0894, 0.1768, 0.0785, 0.0435, 0.1371, 0.1255, 0.0613, -0.0469], "relative_energy_kj_mol": 577.03, "lumo_ev": 0.54, "spin_multiplicity": 1, "smiles": "C=CC(=C)CO", "total_energy_ev": -7356.275, "homo_energy_ev": -8.310}



[13]
{"formula": "C5H8O", "method": "ωB97M-V with the def2-TZVPD basis set", "elements": ["C", "C", "C", "C", "C", "O", "H", "H", "H", "H", "H", "H", "H", "H"], "positions_angstrom": [[0.73, 0.72, 1.36], [-0.27, 0.84, 0.22], [-0.12, 0.08, -1.09], [0.02, -1.39, -0.70], [-1.72, 0.32, 0.11], [-1.58, 0.19, -1.22], [1.11, -0.30, 1.49], [1.60, 1.37, 1.17], [0.28, 1.03, 2.30], [-0.49, 1.90, 0.03], [0.44, 0.46, -1.96], [0.99, -1.63, -0.25], [-0.22, -2.06, -1.52], [-0.78, -1.53, 0.06]], "lowdin_charge": [-0.0571, -0.3418, -0.3031, -0.0404, 0.0473, -0.0815, 0.0669, 0.0807, 0.0804, 0.1423, 0.1485, 0.0815, 0.0888, 0.0875], "relative_energy_kj_mol": 391.09, "lumo_ev": 0.79, "spin_multiplicity": 1, "total_energy_ev": -7358.202, "homo_energy_ev": -8.538}



[14]
{"formula": "C5H8O", "method": "ωB97M-V with the def2-TZVPD basis set", "elements": ["C", "C", "C", "C", "O", "C", "H", "H", "H", "H", "H", "H", "H", "H"], "positions_angstrom": [[-1.91, 1.56, 1.14], [-1.36, 0.57, 0.46], [-0.02, 0.54, -0.16], [0.65, -0.60, -0.29], [0.23, -1.77, 0.28], [1.89, -0.85, -1.07], [-2.93, 1.46, 1.48], [-1.33, 2.42, 1.46], [-2.00, -0.20, 0.06], [0.35, 1.37, -0.75], [-0.31, -1.57, 1.06], [2.61, -1.26, -0.36], [2.39, -0.01, -1.55], [1.74, -1.67, -1.77]], "lowdin_charge": [0.0036, -0.2041, -0.0783, -0.4120, 0.0349, -0.0303, 0.0532, 0.0585, 0.1058, 0.1095, 0.1038, 0.0859, 0.0830, 0.0864], "relative_energy_kj_mol": 134.04, "lumo_ev": 0.91, "spin_multiplicity": 1, "smiles": "C=C/C=C(/C)O", "total_energy_ev": -7360.866, "homo_energy_ev": -8.489}



[15]
{"formula": "C5H8O", "method": "ωB97M-V with the def2-TZVPD basis set", "elements": ["C", "C", "C", "C", "C", "O", "H", "H", "H", "H", "H", "H", "H", "H"], "positions_angstrom": [[0.96, -0.01, -1.07], [0.62, -1.22, -0.15], [-0.43, -0.90, 0.90], [-1.01, 0.29, 1.02], [-0.70, 1.45, 0.11], [0.17, 1.17, -0.96], [2.01, 0.30, -0.92], [0.87, -0.31, -2.13], [0.29, -2.10, -0.75], [1.55, -1.60, 0.33], [-0.64, -1.76, 1.55], [-1.77, 0.54, 1.78], [-0.31, 2.31, 0.67], [-1.62, 1.83, -0.37]], "lowdin_charge": [-0.1899, -0.1661, -0.1023, -0.0797, -0.2248, -0.1456, 0.1140, 0.1189, 0.1101, 0.1120, 0.1015, 0.1060, 0.1217, 0.1241], "relative_energy_kj_mol": 142.21, "lumo_ev": 1.02, "spin_multiplicity": 1, "smiles": "C1=CCOCC1", "total_energy_ev": -7360.781, "homo_energy_ev": -9.216}



[16]
{"formula": "C5H8O", "method": "ωB97M-V with the def2-TZVPD basis set", "elements": ["C", "C", "C", "C", "C", "O", "H", "H", "H", "H", "H", "H", "H", "H"], "positions_angstrom": [[-2.14, 0.97, -0.25], [-1.53, -0.37, -0.51], [-0.12, -0.50, -0.32], [1.07, -0.56, -0.18], [2.45, -0.64, 0.25], [2.67, 0.00, 1.48], [-1.84, 1.70, -1.01], [-3.23, 0.99, -0.24], [-1.83, 1.41, 0.70], [-1.78, -1.20, 0.24], [-1.86, -0.82, -1.45], [3.09, -0.21, -0.52], [2.80, -1.65, 0.41], [2.26, 0.87, 1.40]], "lowdin_charge": [-0.1090, -0.2828, -0.0603, 0.0036, -0.3031, -0.0545, 0.0780, 0.0721, 0.0764, 0.1403, 0.1153, 0.1141, 0.1225, 0.0874], "relative_energy_kj_mol": 231.27, "lumo_ev": 0.91, "spin_multiplicity": 1, "smiles": "CCC#CCO", "total_energy_ev": -7359.858, "homo_energy_ev": -9.413}



[17]
{"formula": "C5H8O", "method": "ωB97M-V with the def2-TZVPD basis set", "elements": ["C", "C", "C", "C", "C", "O", "H", "H", "H", "H", "H", "H", "H", "H"], "positions_angstrom": [[-2.70, 0.25, 0.88], [-1.30, 0.20, 0.70], [-0.25, -0.11, 0.16], [1.05, 0.54, -0.06], [2.12, -0.37, -0.61], [1.66, -1.03, -1.77], [-2.47, -0.87, 0.84], [-3.19, 0.34, 1.84], [-3.21, 0.85, 0.09], [0.84, 1.35, -0.76], [1.33, 0.98, 0.91], [2.99, 0.22, -0.89], [2.43, -1.10, 0.16], [0.77, -1.36, -1.55]], "lowdin_charge": [-0.0819, -0.1396, -0.0433, -0.2137, -0.2947, -0.0719, 0.1215, 0.0716, 0.1007, 0.1254, 0.1224, 0.1162, 0.1168, 0.0706], "relative_energy_kj_mol": 359.66, "lumo_ev": 0.60, "spin_multiplicity": 1, "smiles": "CC#CCCO", "total_energy_ev": -7358.528, "homo_energy_ev": -9.234}



[18]
{"formula": "C5H8O", "method": "ωB97M-V with the def2-TZVPD basis set", "elements": ["C", "C", "O", "C", "C", "C", "H", "H", "H", "H", "H", "H", "H", "H"], "positions_angstrom": [[-1.70, -0.64, 0.20], [-0.72, 0.41, -0.29], [-0.23, 1.21, 0.82], [1.09, 0.97, 0.37], [1.52, -0.46, 0.35], [0.73, 0.14, -0.79], [-2.53, -0.13, 0.72], [-1.25, -1.33, 0.93], [-2.12, -1.21, -0.63], [-1.21, 1.07, -1.01], [1.82, 1.77, 0.37], [2.60, -0.58, 0.24], [0.93, -1.33, 0.55], [1.06, 0.11, -1.82]], "lowdin_charge": [-0.0347, -0.3110, -0.0407, -0.2680, -0.0424, -0.1627, 0.0856, 0.0755, 0.0814, 0.1435, 0.1480, 0.1079, 0.0913, 0.1263], "relative_energy_kj_mol": 271.32, "lumo_ev": 1.14, "spin_multiplicity": 1, "total_energy_ev": -7359.443, "homo_energy_ev": -9.367}



[19]
{"formula": "C5H8O", "method": "ωB97M-V with the def2-TZVPD basis set", "elements": ["O", "C", "C", "C", "C", "C", "H", "H", "H", "H", "H", "H", "H", "H"], "positions_angstrom": [[1.54, 0.80, 0.78], [0.66, -0.39, 0.16], [0.64, 1.39, -0.71], [-0.46, 0.57, -0.24], [-1.18, -0.77, -0.50], [-0.38, -1.34, 0.74], [2.46, 0.58, 0.55], [0.72, 2.44, -0.42], [1.20, 1.08, -1.58], [-0.97, 1.07, 0.60], [-2.27, -0.72, -0.38], [-0.92, -1.26, -1.44], [-0.90, -1.04, 1.66], [-0.13, -2.40, 0.77]], "lowdin_charge": [-0.0767, -0.2456, 0.0570, -0.3035, -0.1230, -0.1584, 0.0980, 0.1036, 0.1076, 0.1386, 0.1043, 0.1048, 0.1036, 0.0897], "relative_energy_kj_mol": 704.49, "lumo_ev": 0.70, "spin_multiplicity": 1, "total_energy_ev": -7354.954, "homo_energy_ev": -7.169}



[20]
{"formula": "C5H8O", "method": "ωB97M-V with the def2-TZVPD basis set", "elements": ["C", "C", "C", "C", "C", "H", "H", "H", "H", "H", "H", "H", "H", "O"], "positions_angstrom": [[1.90, 0.02, -0.10], [0.42, 0.04, -0.16], [-0.41, 1.06, -0.04], [-1.84, 0.57, 0.02], [-0.27, -1.23, 0.08], [2.35, 1.01, 0.21], [2.34, -0.07, -1.21], [2.32, -0.69, 0.70], [-0.22, 2.08, -0.05], [-2.44, 1.00, -0.76], [-2.48, 0.57, 1.01], [0.13, -1.98, -0.58], [-0.17, -1.51, 1.21], [-1.63, -0.87, -0.33]], "lowdin_charge": [-0.0738, -0.3487, -0.0259, -0.1371, -0.1682, 0.0793, 0.1241, 0.1002, 0.0879, 0.0968, 0.1489, 0.1186, 0.1629, -0.1651], "relative_energy_kj_mol": 202.92, "lumo_ev": 1.01, "spin_multiplicity": 1, "smiles": "CC1=CCOC1", "total_energy_ev": -7360.152, "homo_energy_ev": -9.123}